21
Properties=species:S:1:pos:R:3:forces:R:3:lowdin_charge:R:1 method="wB97M-V/def2-TZVPD" orbital_gap_ev=10.37 energy_ha=-460.7616 total_charge=0 e_lumo_ev=-0.014 max_force_ev_per_a=0.57 e_homo_ev=-10.382
C 2.401645 0.886026 -0.939990 0.37 -0.32 0.30 -0.18
O 1.177596 1.498290 -1.240942 -0.23 -0.04 -0.23 -0.11
H 2.433148 -0.196550 -1.152138 -0.20 0.14 -0.11 0.06
H 3.166390 1.343391 -1.563986 0.00 0.09 0.04 0.08
H 2.687763 1.002128 0.113840 -0.03 0.14 -0.09 0.08
H 0.477733 1.120603 -0.694158 -0.03 0.00 0.18 0.04
C -2.218637 0.179207 0.816372 -0.22 -0.51 0.12 -0.12
O -0.798156 0.212599 0.718976 0.21 0.14 -0.15 -0.17
H -2.694297 0.631687 -0.053978 0.08 0.16 0.03 0.08
H -2.577547 -0.850953 0.880932 0.04 0.03 -0.04 0.08
H -2.525999 0.680515 1.733022 0.04 0.20 -0.10 0.08
H -0.455131 -0.662727 0.491268 -0.03 -0.03 0.04 0.03
O 0.709425 -2.167677 0.276774 -0.09 -0.04 -0.08 -0.03
H 1.227668 -2.218507 1.085721 0.00 -0.04 0.09 0.07
H 1.356194 -2.175816 -0.435463 0.07 0.04 -0.05 0.05
O -0.047659 2.685535 2.081345 0.05 0.07 0.17 -0.06
H -0.000519 1.741002 1.894782 -0.11 -0.07 -0.12 0.00
H -0.446411 3.059037 1.291070 0.04 0.03 -0.06 0.03
O -1.638352 -2.392365 -1.885405 0.01 -0.01 0.04 -0.05
H -1.178063 -1.610339 -2.202994 -0.01 0.06 -0.05 0.03
H -1.056790 -2.765089 -1.215048 0.01 -0.01 0.07 0.01